The molecule C2H8N2OS2 at a distorted geometry, computed with ωB97M-V/def2-TZVPD.

Net charge: 0
<S²>: 2.0082
Lowest unoccupied orbital energy (spin up / spin down) in eV: 0.65 / -3.12
Orbital gap (spin up / spin down) in eV: 5.054 / 5.768
Multiplicity: 3

Geometry as XYZ:
```
15
C2H8N2OS2, DFT ωB97M-V/def2-TZVPD
C -0.1756 -1.4451 -0.6074
C 0.9303 0.1259 1.0449
N -1.3135 1.8452 -0.6247
N -0.0883 -0.2080 0.1474
O -2.7350 -0.1861 -0.1417
S 2.4542 0.6912 -0.0083
S -1.6598 0.5762 0.4731
H 0.5222 -1.4537 -1.5254
H 0.2336 -2.2066 0.0611
H -1.1859 -1.6709 -0.9785
H 3.0300 -0.4774 0.0510
H 0.6460 0.9969 1.7248
H 1.1651 -0.7616 1.7247
H -0.5954 1.4583 -1.2345
H -1.2278 2.7156 -0.1065
```